Record 1
9
Properties=species:S:1:pos:R:3:mulliken_charge:R:1 method="wB97M-V/def2-TZVPD" gap_ev="6.9 / 7.5" e_tot_ev=-7727.4573 charge=0 de_lowest_kcal_mol=121.9
C -1.060 0.302 -0.626 -0.740
C 1.178 0.128 0.187 -0.306
C 0.713 1.850 -1.317 0.006
C -0.137 -0.289 0.234 0.808
N 1.405 1.133 -0.635 -0.159
O -0.557 -1.403 0.967 -0.473
H -2.071 -0.130 -0.523 0.211
H 2.062 -0.408 0.671 0.345
H -1.532 -1.182 1.041 0.309

***

Record 2
72
Properties=species:S:1:pos:R:3:mulliken_charge:R:1 method="wB97M-V/def2-TZVPD" gap_ev=8.6 e_tot_ev=-58672.9395 charge=0
O 6.091 -1.310 -1.405 -0.580
B 5.450 -1.358 -2.618 0.638
O 6.124 -1.084 -3.773 -0.515
C 3.910 -1.692 -2.628 -0.033
C 3.051 -0.929 -1.757 -0.461
C 1.725 -1.174 -1.633 -0.671
C 1.174 -2.223 -2.408 0.557
N -0.101 -2.625 -2.424 -0.299
S -0.193 -3.827 -3.471 0.152
N 1.331 -3.932 -3.948 -0.686
C 2.007 -2.985 -3.282 0.823
C 3.390 -2.704 -3.379 -0.984
H 5.743 -2.008 -0.831 0.357
H 7.052 -1.325 -3.679 0.302
H 3.494 -0.138 -1.168 0.395
H 1.098 -0.601 -0.966 0.581
H 4.016 -3.293 -4.032 0.425
N 5.121 -2.119 1.336 -0.197
C 3.919 -2.662 1.524 -0.105
C 3.493 -3.194 2.731 -0.510
C 4.370 -3.164 3.802 -0.208
C 5.626 -2.603 3.623 -0.660
C 5.951 -2.093 2.376 -0.239
H 3.261 -2.663 0.660 0.371
H 2.507 -3.621 2.839 0.511
H 4.075 -3.569 4.761 0.355
H 6.341 -2.556 4.434 0.362
H 6.921 -1.640 2.197 0.375
N 1.115 -5.097 4.236 -0.202
C -0.104 -5.152 3.704 -0.148
C -1.123 -5.951 4.200 -0.687
C -0.861 -6.738 5.309 -0.119
C 0.403 -6.693 5.874 -0.689
C 1.351 -5.859 5.302 -0.068
H -0.273 -4.522 2.837 0.436
H -2.095 -5.951 3.727 0.363
H -1.630 -7.376 5.727 0.379
H 0.653 -7.291 6.739 0.349
H 2.351 -5.797 5.717 0.324
N -3.187 -1.826 0.712 -0.576
C -2.454 -1.621 -0.383 -0.234
C -2.126 -0.359 -0.858 -0.313
C -2.583 0.750 -0.165 -0.301
C -3.346 0.551 0.974 -0.466
C -3.617 -0.751 1.368 -0.262
H -2.114 -2.506 -0.901 0.397
H -1.528 -0.259 -1.753 0.496
H -2.353 1.752 -0.505 0.490
H -3.725 1.386 1.548 0.382
H -4.209 -0.946 2.257 0.354
N -3.403 3.739 -1.778 -0.294
C -3.175 3.282 -3.008 -0.076
C -4.137 3.255 -4.006 -0.696
C -5.406 3.726 -3.712 -0.091
C -5.659 4.204 -2.437 -0.587
C -4.627 4.187 -1.512 -0.418
H -2.171 2.920 -3.200 0.458
H -3.893 2.874 -4.988 0.395
H -6.184 3.722 -4.464 0.367
H -6.634 4.582 -2.162 0.402
H -4.786 4.550 -0.502 0.600
N -1.034 8.061 -1.883 -0.538
C -1.954 7.136 -1.620 -0.201
C -3.080 7.373 -0.845 0.147
C -3.259 8.638 -0.310 -0.558
C -2.308 9.611 -0.573 -0.259
C -1.220 9.272 -1.363 -0.303
H -1.783 6.155 -2.048 0.437
H -3.793 6.583 -0.667 0.167
H -4.124 8.862 0.302 0.373
H -2.405 10.612 -0.176 0.367
H -0.456 10.007 -1.593 0.347

***

Record 3
93
Properties=species:S:1:pos:R:3:mulliken_charge:R:1 method="wB97M-V/def2-TZVPD" gap_ev=7.1 e_tot_ev=-219577.0343 charge=0 de_lowest_kcal_mol=6.1
In -1.238 -0.391 0.456 1.719
C -0.231 0.944 -5.744 -1.131
C 0.397 1.378 -4.411 -0.185
N -0.617 1.838 -3.443 -0.170
C -1.303 1.029 -2.541 0.116
S -1.871 1.727 -1.095 -0.493
N -1.476 -0.212 -2.899 -1.527
N -1.817 -1.036 -1.916 1.605
C -2.384 -2.162 -2.188 0.097
C -2.869 -2.451 -3.541 -2.023
C -2.583 -3.085 -1.080 1.268
C -3.137 -4.351 -1.340 -0.940
C -3.371 -5.211 -0.273 -0.805
C -2.852 -4.827 0.995 -0.977
C -2.306 -3.511 1.168 -0.459
N -2.172 -2.717 0.135 0.631
H 0.541 0.751 -6.520 0.367
H -0.809 1.735 -6.119 0.344
H -0.900 0.061 -5.575 0.151
H 1.086 2.183 -4.502 0.555
H 0.982 0.583 -3.936 0.022
H -0.449 2.758 -3.018 0.266
H -2.395 -3.354 -3.992 0.342
H -2.607 -1.653 -4.231 0.249
H -3.926 -2.695 -3.410 0.419
H -3.372 -4.613 -2.390 0.419
H -3.872 -6.153 -0.446 0.468
H -2.885 -5.501 1.846 0.484
H -1.942 -3.290 2.145 0.461
Br -7.888 -2.818 -1.680 -0.174
C -6.644 -1.749 -0.771 -0.009
C -6.066 -2.205 0.423 -0.483
C -5.099 -1.453 1.081 -0.315
C -4.730 -0.180 0.525 -0.464
C -5.330 0.303 -0.653 -0.321
C -6.337 -0.470 -1.266 -0.723
N -3.566 0.450 1.083 0.534
C -3.616 1.622 1.543 -0.730
C -2.417 2.153 2.198 0.815
C -2.468 3.352 2.882 -0.989
C -1.310 3.993 3.269 -0.331
C -0.064 3.493 2.951 -1.273
C -0.178 2.321 2.151 -0.339
N -1.256 1.640 1.841 0.345
H -6.396 -3.169 0.790 0.482
H -4.629 -1.848 1.997 0.464
H -4.966 1.237 -1.035 0.509
H -6.844 -0.097 -2.141 0.434
H -4.508 2.267 1.505 0.411
H -3.474 3.724 3.049 0.478
H -1.440 4.989 3.708 0.381
H 0.957 3.955 3.062 0.392
H 0.721 1.783 1.808 0.623
O 1.581 -0.936 2.299 -0.537
C 0.582 -1.253 2.897 -0.077
C 0.576 -1.687 4.332 -0.741
C -0.927 -1.652 4.690 -0.667
C -1.598 -1.335 3.357 -0.009
O -2.791 -1.223 3.165 -0.522
N -0.658 -1.146 2.369 0.707
H 1.220 -1.160 5.011 0.381
H 0.922 -2.732 4.195 0.271
H -1.241 -0.861 5.396 0.306
H -1.266 -2.594 5.084 0.329
O 0.628 -1.545 -0.540 -0.917
C 1.237 -0.449 -0.566 0.944
O 0.713 0.582 -0.075 -0.629
C 2.511 -0.357 -1.246 0.307
C 3.192 -1.476 -1.754 -0.466
C 4.464 -1.366 -2.230 -0.510
C 5.070 -0.152 -2.407 -0.040
C 4.480 0.982 -1.840 -0.931
C 3.195 0.845 -1.297 0.015
N 6.425 -0.092 -2.918 1.017
O 6.859 -1.119 -3.418 -0.623
O 7.069 0.897 -2.790 -0.607
H 2.721 -2.439 -1.605 0.500
H 4.930 -2.255 -2.592 0.492
H 4.880 1.982 -1.979 0.471
H 2.724 1.740 -0.921 0.559
Se 4.411 0.340 2.572 0.352
N 4.024 2.071 2.485 -0.549
C 5.088 2.729 2.231 0.707
C 5.180 4.174 1.997 -0.596
C 6.403 4.683 1.668 -0.561
C 7.544 3.852 1.536 -0.276
C 7.556 2.510 1.678 -0.816
C 6.335 1.906 2.079 1.016
N 6.109 0.624 2.248 -0.784
H 4.308 4.778 2.129 0.453
H 6.610 5.752 1.586 0.356
H 8.391 4.439 1.178 0.328
H 8.469 1.873 1.545 0.358